(1)
C6H12O in the gas phase in a non-equilibrium geometry, computed with ωB97M-V/def2-TZVPD.

- Calculated total energy: -8460.745 eV
- HOMO-LUMO gap: 9.7 eV
- E_LUMO: 0.9 eV
- E_HOMO: -8.790 eV
- Maximum force: 3.11 eV/A
- Energy above the lowest of the compared OMol25 structures with the same formula, charge and spin: 83.23 kcal/mol

Atoms and positions in Å:
C  1.65  1.16  0.10
C  0.81  -0.12  0.23
C  -0.19  -0.17  1.32
C  -0.94  -1.39  1.31
O  -1.06  -1.59  -0.69
C  -0.27  -0.58  -1.12
C  -1.01  0.67  -1.61
H  2.45  1.25  0.85
H  2.13  1.20  -0.88
H  1.03  2.07  0.19
H  1.45  -1.00  0.25
H  -0.74  0.77  1.50
H  0.00  -0.69  2.37
H  -1.88  -1.40  1.87
H  -0.36  -2.31  1.33
H  0.51  -0.88  -1.84
H  -1.73  1.01  -0.85
H  -0.29  1.48  -1.79
H  -1.58  0.52  -2.54

***

(2)
C6H12O in the gas phase, computed with ωB97M-V/def2-TZVPD.

- Calculated total energy: -8463.140 eV
- HOMO-LUMO gap: 10.6 eV
- SMILES string: CCC[C@H]1C[C@H]1O
- E_LUMO: 0.9 eV
- E_HOMO: -9.700 eV
- Maximum force: 0.28 eV/A
- Energy above the lowest of the compared OMol25 structures with the same formula, charge and spin: 27.98 kcal/mol

Atoms and positions in Å:
C  2.35  1.47  -0.22
C  1.54  0.20  -0.47
C  0.31  0.13  0.43
C  -0.62  -1.03  0.15
C  -1.83  -1.24  1.02
C  -2.01  -0.79  -0.39
O  -2.48  0.51  -0.55
H  1.75  2.36  -0.45
H  2.63  1.55  0.84
H  3.26  1.52  -0.81
H  2.17  -0.68  -0.29
H  1.25  0.15  -1.53
H  -0.26  1.07  0.35
H  0.66  0.07  1.48
H  -0.14  -1.93  -0.22
H  -2.01  -0.48  1.78
H  -2.12  -2.25  1.30
H  -2.42  -1.52  -1.10
H  -2.05  0.88  -1.33

***

(3)
C6H12O in the gas phase, computed with ωB97M-V/def2-TZVPD.

- Calculated total energy: -8463.961 eV
- HOMO-LUMO gap: 10.8 eV
- SMILES string: CCC(C=O)CC
- E_LUMO: 1.1 eV
- E_HOMO: -9.694 eV
- Maximum force: 0.60 eV/A
- Energy above the lowest of the compared OMol25 structures with the same formula, charge and spin: 9.06 kcal/mol

Atoms and positions in Å:
C  -2.47  -0.67  0.30
C  -1.07  -0.95  -0.24
C  0.00  0.06  0.23
C  1.39  -0.35  -0.25
C  2.52  0.55  0.25
C  -0.37  1.41  -0.34
O  -0.84  2.34  0.29
H  -3.22  -1.24  -0.25
H  -2.56  -0.94  1.36
H  -2.72  0.39  0.21
H  -0.74  -1.96  0.05
H  -1.09  -0.94  -1.34
H  -0.03  0.16  1.32
H  1.39  -0.37  -1.35
H  1.58  -1.38  0.07
H  3.48  0.21  -0.15
H  2.58  0.55  1.34
H  2.38  1.60  -0.07
H  -0.22  1.50  -1.44

***

(4)
3 unconnected molecules or ions with the total composition C6H12O, computed with ωB97M-V/def2-TZVPD.

- Calculated total energy: -8460.279 eV
- HOMO-LUMO gap: 10.5 eV
- SMILES string: C1=CC1.C=O.CC
- E_LUMO: 0.8 eV
- E_HOMO: -9.729 eV
- Maximum force: 0.57 eV/A
- Energy above the lowest of the compared OMol25 structures with the same formula, charge and spin: 93.98 kcal/mol

Atoms and positions in Å:
C  -2.07  -1.17  -0.43
C  -0.71  -1.67  -0.91
O  -0.35  1.51  -1.49
C  -0.44  2.12  -0.45
C  1.57  1.11  1.50
C  2.27  0.35  0.40
C  1.33  -0.16  1.46
H  -2.89  -1.77  -0.83
H  -2.14  -1.20  0.66
H  -2.23  -0.13  -0.76
H  -0.64  -1.62  -2.00
H  -0.52  -2.70  -0.59
H  0.24  2.96  -0.22
H  -1.18  1.86  0.33
H  1.49  2.04  2.04
H  1.93  0.44  -0.64
H  3.34  0.14  0.51
H  0.09  -1.05  -0.51
H  0.92  -1.05  1.90